Record 1
Below is a molecular structure, C16H48AsCsF6N4O8 at a distorted geometry, with properties calculated with the ωB97M-V functional and the def2-TZVPD basis.

The geometry in XYZ format:
```
84
C16H48AsCsF6N4O8 | the Open Molecules 2025 dataset | the ωB97M-V functional and the def2-TZVPD basis
Cs 2.86 2.80 2.07
As 0.28 -0.40 0.47
F -0.94 -1.23 -0.46
F 1.14 -0.05 -0.98
F 1.56 0.34 1.43
F -0.58 -0.74 1.92
F 1.08 -1.92 0.67
F -0.54 1.10 0.36
C -1.70 0.92 4.45
O -0.53 1.42 3.81
H -1.52 -0.05 4.92
H -2.05 1.67 5.16
H -2.49 0.79 3.71
H -0.27 0.77 3.15
C -0.78 1.30 -3.91
O -0.33 1.92 -5.12
H -0.67 0.21 -4.01
H -0.15 1.59 -3.06
H -1.84 1.48 -3.76
H 0.54 1.56 -5.30
C -4.35 -1.96 1.44
O -5.18 -2.38 2.24
N -4.63 -0.86 0.64
N -3.12 -2.50 1.25
H -5.57 -0.51 0.66
H -4.03 -0.64 -0.13
H -2.51 -2.24 0.49
H -2.84 -3.24 1.86
C 0.47 -2.56 -3.69
O 0.61 -3.37 -4.59
N -0.68 -2.48 -2.96
N 1.47 -1.69 -3.33
H -0.86 -1.88 -2.17
H -1.41 -3.12 -3.20
H 1.37 -0.98 -2.63
H 2.33 -1.75 -3.83
C 0.69 4.20 -1.43
C 2.16 4.47 -1.71
C 2.89 3.28 -2.30
O 2.27 5.55 -2.66
H 0.52 3.51 -0.59
H 0.27 3.70 -2.31
H 0.14 5.12 -1.27
H 2.70 4.80 -0.81
H 3.86 3.59 -2.67
H 2.30 2.78 -3.07
H 3.04 2.47 -1.57
H 1.93 6.33 -2.21
C -1.27 -4.81 4.06
C -0.44 -3.69 3.42
C 0.90 -3.52 4.13
O -0.27 -4.00 2.06
H -2.26 -4.89 3.64
H -1.26 -4.66 5.14
H -0.70 -5.74 3.91
H -1.01 -2.76 3.58
H 1.41 -2.68 3.65
H 1.53 -4.41 4.03
H 0.77 -3.32 5.19
H 0.25 -3.28 1.65
C 4.48 -2.57 0.87
C 5.78 -2.07 0.29
C 5.91 -2.36 -1.19
O 5.78 -0.65 0.52
H 3.63 -1.97 0.53
H 4.50 -2.45 1.96
H 4.27 -3.62 0.69
H 6.64 -2.48 0.83
H 6.73 -1.79 -1.65
H 5.00 -2.19 -1.77
H 6.16 -3.42 -1.34
H 6.64 -0.25 0.35
C -4.75 4.49 -0.11
C -3.92 3.70 -1.12
C -3.50 2.33 -0.62
O -4.72 3.42 -2.29
H -4.45 4.29 0.92
H -5.79 4.19 -0.19
H -4.69 5.57 -0.28
H -3.05 4.26 -1.48
H -3.01 2.33 0.35
H -2.87 1.93 -1.42
H -4.39 1.70 -0.62
H -4.95 4.25 -2.71
```

Total charge: 0

These are the Mulliken partial charges, in e, on atoms 1 to 8: number 1, Cs, carries 1.0525; number 2, As, carries 2.2083; number 3, F, carries -0.6395; number 4, F, carries -0.5343; number 5, F, carries -0.5805; number 6, F, carries -0.4547; number 7, F, carries -0.6071; number 8, F, carries -0.4324

Record 2
Below is 2 unconnected molecules or ions with the total composition C10H14BBrFO8P, with properties calculated with the ωB97M-V functional and the def2-TZVPD basis.

The geometry in XYZ format:
```
36
C10H14BBrFO8P | the Open Molecules 2025 dataset | the ωB97M-V functional and the def2-TZVPD basis
C 1.13 3.46 0.22
C 0.40 2.57 -0.77
F 0.94 2.72 -2.03
C 0.47 1.08 -0.40
P -0.87 0.58 0.69
C -2.42 0.29 -0.17
C -3.19 1.51 -0.68
C -3.37 2.64 0.32
Br -4.47 2.09 1.82
H 0.79 4.49 0.11
H 0.92 3.15 1.25
H 2.20 3.42 0.03
H -0.65 2.89 -0.82
H 1.40 0.84 0.12
H 0.40 0.44 -1.28
H -0.49 -0.64 1.25
H -0.98 1.47 1.77
H -2.14 -0.35 -1.01
H -3.03 -0.32 0.50
H -2.75 1.91 -1.59
H -4.18 1.14 -0.96
H -2.43 3.01 0.73
H -3.87 3.48 -0.14
B 2.03 -3.27 0.06
O 0.74 -3.92 0.37
C -0.21 -3.46 -0.42
O -1.38 -3.71 -0.39
C 0.45 -2.42 -1.35
O -0.14 -1.73 -2.16
O 1.72 -2.33 -1.06
O 2.53 -2.51 1.21
C 3.74 -2.96 1.54
O 4.42 -2.54 2.43
C 4.10 -4.09 0.55
O 5.12 -4.71 0.54
O 3.07 -4.22 -0.29
```

Total charge: 0

These are the natural (NBO) partial charges, in e, on atoms 1 to 8: number 1, C, carries -0.6478; number 2, C, carries 0.2232; number 3, F, carries -0.3417; number 4, C, carries -0.7836; number 5, P, carries 1.0721; number 6, C, carries -0.7432; number 7, C, carries -0.4326; number 8, C, carries -0.4407

Record 3
Below is a molecular structure, C45H50N3O3PS2SeTi at a distorted geometry, with properties calculated with the ωB97M-V functional and the def2-TZVPD basis.

The geometry in XYZ format:
```
106
C45H50N3O3PS2SeTi | the Open Molecules 2025 dataset | the ωB97M-V functional and the def2-TZVPD basis
Ti 0.10 -0.33 -0.34
O -1.22 -1.52 -0.92
S -2.59 -1.94 -1.56
C -2.18 -3.28 -2.74
C -0.82 -3.11 -3.39
C 0.32 -3.70 -2.56
C 1.67 -3.32 -3.15
S 2.44 -1.85 -2.35
O 1.32 -1.22 -1.41
C 3.55 -2.68 -1.24
C 3.13 -3.60 -0.28
C 4.09 -4.32 0.41
C 5.44 -4.13 0.14
C 5.85 -3.19 -0.81
C 4.90 -2.46 -1.51
C -2.93 -0.72 -2.82
C -1.94 0.11 -3.34
C -2.24 0.96 -4.39
C -3.52 0.98 -4.91
C -4.52 0.17 -4.38
C -4.22 -0.69 -3.33
H -3.00 -3.24 -3.46
H -2.26 -4.22 -2.19
H -0.64 -2.05 -3.61
H -0.84 -3.63 -4.35
H 0.23 -4.78 -2.55
H 0.25 -3.36 -1.52
H 1.59 -3.07 -4.21
H 2.41 -4.10 -3.04
H 2.08 -3.76 -0.08
H 3.78 -5.05 1.15
H 6.18 -4.72 0.65
H 6.90 -3.04 -1.01
H 5.20 -1.75 -2.27
H -0.94 0.08 -2.92
H -1.47 1.59 -4.81
H -3.75 1.62 -5.75
H -5.52 0.19 -4.78
H -4.99 -1.34 -2.92
C 1.46 3.70 -1.59
C 2.36 2.47 -1.76
C 1.95 1.70 -3.01
C 2.42 1.59 -0.48
C 3.20 2.33 0.61
O 2.22 2.57 1.63
C 1.08 2.01 1.32
N 1.09 1.32 0.18
C 0.03 2.23 2.31
C 0.36 3.05 3.40
C -0.58 3.36 4.36
C -1.87 2.85 4.27
C -2.20 2.03 3.20
C -1.27 1.71 2.22
P -1.87 0.77 0.78
C -2.86 2.11 0.05
C -2.10 3.08 -0.61
C -2.69 4.24 -1.08
C -4.07 4.40 -0.96
C -4.83 3.44 -0.31
C -4.23 2.30 0.22
C -2.95 -0.48 1.54
C -4.21 -0.79 1.02
C -4.99 -1.76 1.63
C -4.51 -2.45 2.73
C -3.25 -2.18 3.23
C -2.47 -1.20 2.64
H 1.76 4.46 -2.30
H 1.53 4.14 -0.59
H 0.42 3.45 -1.80
H 3.38 2.81 -1.90
H 1.00 1.17 -2.85
H 2.72 0.98 -3.30
H 1.81 2.38 -3.84
H 2.88 0.63 -0.73
H 3.58 3.29 0.27
H 4.02 1.76 1.04
H 1.36 3.46 3.48
H -0.31 4.01 5.18
H -2.61 3.10 5.01
H -3.20 1.63 3.13
H -1.03 2.93 -0.70
H -2.09 5.01 -1.54
H -4.55 5.29 -1.36
H -5.89 3.58 -0.20
H -4.83 1.61 0.80
H -4.60 -0.25 0.17
H -5.99 -1.97 1.25
H -5.13 -3.20 3.21
H -2.87 -2.72 4.08
H -1.49 -0.96 3.04
C 0.53 -0.18 4.71
N 1.86 -0.12 4.11
C 2.99 0.31 4.76
C 4.04 0.09 3.94
N 3.55 -0.47 2.79
C 4.39 -1.00 1.72
C 2.21 -0.59 2.90
Se 1.04 -1.52 1.72
H 0.61 0.12 5.75
H 0.16 -1.20 4.68
H -0.15 0.49 4.19
H 2.96 0.73 5.76
H 5.09 0.28 4.08
H 5.27 -0.38 1.62
H 3.83 -1.03 0.79
H 4.70 -2.01 1.97
```

ΔE to the lowest compared entry with this formula, charge and spin in eV: 0.000
Total charge: +4

These are the Mulliken partial charges, in e, on atoms 1 to 8: number 1, Ti, carries 0.3220; number 2, O, carries -0.5623; number 3, S, carries 0.4706; number 4, C, carries -0.9107; number 5, C, carries -0.7425; number 6, C, carries -0.3674; number 7, C, carries -1.1248; number 8, S, carries 0.3056

| no. | gap between HOMO and LUMO (eV) | HOMO (hartree) |
| --- | --- | --- |
| 1 | 7.90 | -0.340 |
| 2 | 8.93 | -0.349 |
| 3 | 6.28 | -0.674 |